Formula: C3H21NO8
Source: OMol25
Level of theory: ωB97M-V/def2-TZVPD

## Properties
LUMO level ... 0.34 eV
Charge ... 0
Relative energy (zero: lowest compared OMol25 entry of this formula, charge and spin) ... 95.47 kJ/mol
Electronic energy ... -783.54482 hartree
Highest occupied orbital energy ... -9.90 eV
Spin multiplicity ... 1

Each line ends with the Mulliken charge.
CARTESIAN COORDINATES (ANGSTROEM)
O1 1.928 1.026 2.510  -0.546
C1 1.751 -0.146 2.243  -0.272
C2 1.597 -0.514 0.766  0.794
C3 2.493 -1.700 0.401  -1.633
N1 0.225 -0.557 0.292  0.015
H1 1.820 -0.802 3.127  0.422
H2 2.102 0.342 0.317  0.053
H3 2.223 -2.620 0.924  0.381
H4 3.531 -1.426 0.589  0.446
H5 2.401 -1.960 -0.649  0.383
H6 -0.088 -1.439 -0.072  -0.014
H7 0.056 0.168 -0.396  0.054
H8 -1.443 1.386 -1.894  0.207
H9 -2.589 2.405 -1.964  0.326
O2 -1.810 2.089 -2.433  -0.636
H10 -1.101 0.154 3.684  0.331
H11 -1.064 -0.557 2.293  0.308
O3 -1.577 -0.446 3.104  -0.680
H12 1.186 3.652 0.690  0.247
H13 1.778 2.384 1.255  0.380
O4 1.402 2.749 0.434  -0.597
H14 0.926 1.272 -2.802  0.265
H15 1.486 1.993 -1.527  0.256
O5 0.682 1.701 -1.976  -0.549
H16 -2.208 -0.254 -2.854  0.350
H17 -2.415 -1.052 -1.643  0.302
O6 -2.233 -1.185 -2.584  -0.617
H18 -0.828 -3.314 -2.177  0.331
H19 -0.711 -2.830 -0.773  0.287
O7 -0.220 -3.331 -1.426  -0.612
H20 -3.748 1.342 1.051  0.261
H21 -2.451 0.526 1.030  0.344
O8 -3.103 0.943 0.462  -0.587

Atoms 1-6, force components in eV/Å:
O -0.04 -0.12 0.33
C 0.21 1.23 0.19
C 0.96 -0.40 -0.40
C -0.45 -0.32 0.04
N -0.55 0.31 0.86
H -0.35 -0.79 -0.53

---

Formula: C3H22N2O8
Source: OMol25
Level of theory: ωB97M-V/def2-TZVPD

## Properties
LUMO level ... 0.07 eV
Charge ... 0
Relative energy (zero: lowest compared OMol25 entry of this formula, charge and spin) ... 296.33 kJ/mol
Electronic energy ... -838.84079 hartree
Highest occupied orbital energy ... -8.77 eV
Spin multiplicity ... 1

Each line ends with the Mulliken charge.
CARTESIAN COORDINATES (ANGSTROEM)
O1 1.431 -0.151 0.095  -0.598
C1 1.577 -1.289 0.440  0.406
N1 1.119 -1.789 1.635  -0.230
C2 -0.130 -1.305 2.370  -0.146
N2 -1.147 -1.953 1.614  -0.407
C3 2.572 -2.363 -0.376  -0.880
H1 1.285 -2.822 1.870  0.285
H2 -0.036 -1.602 3.413  0.437
H3 0.300 -0.184 2.228  -0.061
H4 -1.243 -1.822 0.614  0.121
H5 -1.422 -2.881 1.918  0.223
H6 2.160 -2.107 -1.390  0.163
H7 3.590 -1.853 -0.153  0.291
H8 2.710 -3.417 -0.033  0.371
H9 -2.689 1.075 -1.125  0.395
H10 -2.620 1.171 -2.774  0.273
O2 -3.043 0.826 -2.022  -0.636
H11 0.854 2.905 2.368  0.325
H12 0.394 1.784 3.319  0.274
O3 0.025 2.513 2.719  -0.619
H13 0.023 0.921 -0.330  0.313
H14 -1.395 0.127 -0.702  0.366
O4 -0.935 0.975 -0.438  -0.541
H15 1.835 1.992 -0.839  0.315
H16 2.101 3.161 -1.746  0.278
O5 2.322 2.760 -0.983  -0.632
H17 -0.733 3.515 -0.119  0.298
H18 -1.933 3.525 0.868  0.302
O6 -1.700 3.832 0.035  -0.613
H19 -0.958 -2.330 -1.571  0.269
H20 -2.318 -1.837 -1.722  0.319
O7 -1.769 -2.315 -1.137  -0.665
H21 0.767 -1.424 -3.552  0.249
H22 1.045 -0.378 -2.603  0.265
O8 0.462 -1.139 -2.679  -0.511

Atoms 1-6, force components in eV/Å:
O 0.00 1.36 -1.10
C 1.80 -4.35 2.19
N 1.34 -2.65 1.02
C 3.55 1.19 -3.15
N -1.82 0.88 1.51
C -0.01 3.43 1.05

---

Formula: C3H23N2O10
Source: OMol25
Level of theory: ωB97M-V/def2-TZVPD

## Properties
LUMO level ... 2.82 eV
Charge ... -1
Relative energy (zero: lowest compared OMol25 entry of this formula, charge and spin) ... 56.13 kJ/mol
Electronic energy ... -990.07922 hartree
Highest occupied orbital energy ... -5.48 eV
Spin multiplicity ... 1

Each line ends with the Mulliken charge.
CARTESIAN COORDINATES (ANGSTROEM)
C1 0.323 -1.064 -0.135  0.733
N1 -0.501 -2.188 -0.484  -0.314
C2 -1.572 -2.076 -1.356  0.367
O1 -2.068 -0.941 -1.596  -0.834
O2 -1.663 -3.184 -1.961  -0.830
C3 1.109 -0.467 -1.349  -0.230
N2 0.606 0.867 -1.655  -0.624
H1 1.126 -1.247 0.737  0.191
H2 -0.390 -0.325 0.402  -0.455
H3 0.011 -3.076 -0.585  0.232
H4 2.200 -0.190 -1.205  -0.021
H5 1.053 -1.204 -2.284  0.507
H6 -0.445 0.968 -1.602  0.221
H7 1.049 1.363 -2.395  0.192
H8 2.865 -0.396 1.898  0.319
H9 1.959 -0.236 3.201  0.305
O3 2.566 -0.857 2.765  -0.714
H10 -2.940 2.166 -1.215  0.312
H11 -2.248 0.733 -1.140  0.480
O4 -2.172 1.725 -0.782  -0.790
H12 -2.673 0.495 1.586  0.333
H13 -2.265 1.623 0.783  0.570
O5 -2.446 1.456 1.756  -0.861
H14 -1.518 -0.578 -3.527  0.386
H15 -0.086 -0.114 -3.407  0.316
O6 -0.689 -0.364 -4.070  -0.713
H16 1.130 1.726 0.139  0.431
H17 1.181 1.762 1.648  0.472
O7 1.794 2.042 0.874  -0.835
H18 -1.659 -1.873 1.232  0.365
H19 -1.190 -1.532 2.668  0.300
O8 -1.949 -1.506 2.088  -0.730
H20 2.893 0.921 0.767  0.438
H21 4.065 0.494 -0.146  0.271
O9 3.543 0.088 0.455  -0.798
H22 -0.161 2.318 2.713  0.300
H23 -0.845 1.198 2.345  0.393
O10 0.007 1.473 2.837  -0.683

Atoms 1-6, force components in eV/Å:
C 1.29 1.31 2.11
N 1.78 -0.13 2.66
C 2.04 -2.56 -2.57
O -0.83 0.52 0.35
O -2.08 1.36 0.03
C 0.84 0.07 -1.68

---

Formula: C3H24N6O9
Source: OMol25
Level of theory: ωB97M-V/def2-TZVPD

## Properties
LUMO level ... 0.46 eV
Charge ... 0
Relative energy (zero: lowest compared OMol25 entry of this formula, charge and spin) ... 40.71 kJ/mol
Electronic energy ... -1134.52943 hartree
Highest occupied orbital energy ... -9.89 eV
Spin multiplicity ... 1

Each line ends with the Mulliken charge.
CARTESIAN COORDINATES (ANGSTROEM)
O1 0.269 7.440 11.689  -0.659
H1 -0.351 8.146 11.847  0.397
H2 -0.031 6.626 12.238  0.295
O2 2.103 8.978 5.948  -0.633
H3 3.054 8.857 5.997  0.317
H4 1.979 9.896 6.234  0.336
O3 2.894 10.512 12.492  -0.572
H5 3.650 10.665 13.102  0.285
H6 2.420 9.845 13.021  0.301
O4 1.640 8.224 9.084  -0.698
H7 0.819 8.071 9.646  0.332
H8 1.398 8.122 8.188  0.334
O5 0.708 11.584 5.496  -0.778
H9 0.968 10.993 4.799  0.323
H10 -0.216 11.416 5.638  0.458
O6 2.423 10.951 9.605  -0.619
H11 2.204 10.062 9.267  0.378
H12 3.143 10.986 10.219  0.241
C1 -1.296 10.985 10.977  0.591
O7 -1.373 9.763 11.220  -0.732
N1 -0.111 11.590 10.871  -0.199
N2 -2.310 11.823 10.732  -0.334
H13 0.738 11.122 10.772  0.206
H14 -0.125 12.542 10.513  0.074
H15 -2.068 12.745 10.476  0.115
H16 -3.280 11.622 10.704  0.293
C2 -0.413 13.936 7.985  0.655
O8 -1.248 13.898 8.865  -0.688
N3 -0.785 13.936 6.667  -0.512
N4 0.859 14.214 8.270  -0.319
H17 -1.702 13.687 6.369  0.295
H18 -0.104 13.388 6.130  0.187
H19 1.253 14.141 9.208  0.194
H20 1.556 14.522 7.586  0.201
C3 -2.243 10.710 7.071  0.601
O9 -1.804 11.012 6.016  -0.701
N5 -1.695 9.636 7.815  -0.386
N6 -3.286 11.339 7.645  -0.516
H21 -1.981 9.549 8.790  0.168
H22 -0.804 9.285 7.423  0.248
H23 -3.308 10.988 8.613  0.195
H24 -3.314 12.356 7.737  0.325

Atoms 1-6, force components in eV/Å:
O 0.05 -2.76 1.18
H -0.78 0.68 0.12
H 0.66 2.34 -1.50
O -0.09 0.23 0.20
H 0.15 -0.18 0.00
H -0.18 0.02 -0.01

---

Formula: C3H24NO7S
Source: OMol25
Level of theory: ωB97M-V/def2-TZVPD

## Properties
LUMO level ... -2.51 eV
Charge ... +1
Relative energy (zero: lowest compared OMol25 entry of this formula, charge and spin) ... 0.00 kJ/mol
Electronic energy ... -1108.10878 hartree
Highest occupied orbital energy ... -11.68 eV
Spin multiplicity ... 1

Each line ends with the Mulliken charge.
CARTESIAN COORDINATES (ANGSTROEM)
C1 0.811 2.010 0.883  -0.775
C2 -0.645 1.716 0.428  0.292
C3 -0.682 1.305 -1.015  -0.155
S1 -2.470 1.010 -1.410  -0.260
N1 1.642 0.796 1.029  0.050
H1 1.316 2.662 0.165  0.328
H2 0.625 2.513 1.837  0.314
H3 -1.302 2.538 0.683  0.521
H4 -1.035 0.920 1.102  -0.504
H5 -0.073 0.474 -1.335  -0.064
H6 -0.369 2.146 -1.665  0.349
H7 -2.318 -0.090 -2.163  0.129
H8 1.491 0.143 0.222  0.169
H9 2.649 0.923 0.977  0.439
H10 1.398 0.135 1.789  0.308
H11 0.321 -1.633 -1.073  0.274
H12 0.663 -2.151 0.353  0.253
O1 0.952 -1.511 -0.311  -0.527
H13 -3.039 1.506 2.634  0.274
H14 -3.599 0.737 1.338  0.259
O2 -2.856 0.911 1.908  -0.562
H15 4.466 -0.499 -0.408  0.288
H16 3.307 -1.488 -0.101  0.276
O3 3.568 -0.559 -0.088  -0.608
H17 2.014 0.167 -3.870  0.296
H18 2.002 -0.872 -2.865  0.315
O4 1.365 -0.353 -3.379  -0.642
H19 -1.424 -1.039 3.882  0.285
H20 -1.596 -0.353 2.416  0.357
O5 -0.996 -0.612 3.130  -0.697
H21 0.486 -1.818 2.794  0.320
H22 1.937 -2.201 2.929  0.268
O6 1.335 -1.774 2.305  -0.579
H23 -0.142 -1.531 -3.041  0.370
H24 -0.269 -3.075 -2.926  0.280
O7 -0.371 -2.249 -2.432  -0.638

Atoms 1-6, force components in eV/Å:
C -1.40 0.89 0.27
C 1.77 -1.70 0.89
C -1.31 1.18 -1.13
S 0.40 -0.30 -0.22
N -0.71 -0.89 -0.72
H -0.03 0.03 0.29

---

Formula: C3H25NO9
Source: OMol25
Level of theory: ωB97M-V/def2-TZVPD

## Properties
LUMO level ... 0.00 eV
Charge ... 0
Relative energy (zero: lowest compared OMol25 entry of this formula, charge and spin) ... 188.40 kJ/mol
Electronic energy ... -861.13731 hartree
Highest occupied orbital energy ... -8.81 eV
Spin multiplicity ... 1

Each line ends with the Mulliken charge.
CARTESIAN COORDINATES (ANGSTROEM)
N1 0.258 0.732 -1.528  -0.065
C1 0.622 -0.314 -2.445  -0.345
C2 -1.732 -0.920 -2.908  -0.866
C3 -0.449 -1.242 -2.926  -0.226
H1 -0.261 0.545 -0.691  0.111
H2 0.574 1.619 -1.863  0.077
H3 1.553 -0.828 -2.190  0.218
H4 1.021 0.189 -3.342  0.360
H5 -2.588 -1.565 -3.030  0.281
H6 -2.029 0.079 -2.590  0.282
H7 -0.136 -2.129 -3.465  0.361
H8 -2.702 3.251 0.362  0.273
H9 -1.353 2.645 -0.039  0.300
O1 -2.285 2.436 0.064  -0.554
H10 3.267 0.010 -0.095  0.314
H11 4.317 -1.211 -0.301  0.287
O2 3.452 -0.844 -0.496  -0.660
H12 2.551 2.457 2.060  0.285
H13 2.641 1.028 1.600  0.408
O3 3.111 1.871 1.541  -0.629
H14 1.119 -0.720 1.527  0.308
H15 0.069 -0.111 2.384  0.261
O4 0.896 0.124 1.949  -0.647
H16 0.285 3.764 -1.065  0.265
H17 1.787 3.481 -0.913  0.344
O5 1.151 4.036 -1.380  -0.650
H18 1.541 -2.950 -0.480  0.295
H19 2.272 -1.830 0.205  0.375
O6 1.599 -2.537 0.388  -0.646
H20 -3.921 -0.609 1.543  0.324
H21 -3.756 -1.673 2.489  0.299
O7 -3.643 -0.706 2.464  -0.624
H22 -1.924 -2.208 1.940  0.329
H23 -1.138 -3.444 1.752  0.309
O8 -1.598 -2.964 2.452  -0.639
H24 -1.598 0.239 1.612  0.359
H25 -2.061 0.256 0.059  0.163
O9 -1.725 -0.249 0.802  -0.637

Atoms 1-6, force components in eV/Å:
N 0.33 -0.41 -0.90
C 1.00 0.47 -1.04
C -0.58 0.58 0.89
C -0.33 0.10 -0.39
H 0.31 0.10 0.14
H -0.41 0.40 0.68

---

> The highest electronic energy belongs to which entry?

C3H21NO8

---

> Which formula does entry 4 have?

C3H24N6O9

---

> What is the formula in the second record?

C3H22N2O8

---

> Which formula does entry 5 have?

C3H24NO7S